No. 1
138
Properties=species:S:1:pos:R:3:lowdin_charge:R:1 method="wB97M-V/def2-TZVPD" total_charge=-1 total_energy_ev=-246070.7533 lumo_energy_ev=0.83 relative_energy_kcal_mol=0.00 homo_lumo_gap_ha=0.195
H -6.82 2.32 2.44 0.066
H 7.52 -2.82 5.93 0.060
P -4.03 2.89 3.56 0.744
H -2.01 -3.08 -8.61 0.089
C 9.08 0.80 3.72 -0.585
Br 9.67 3.48 2.95 0.647
C 7.18 -0.74 3.10 -0.124
C -4.45 3.38 0.83 -0.120
H -7.40 1.26 3.71 0.087
H -0.58 -4.15 -1.86 0.082
H -4.70 0.05 4.54 0.076
H -2.69 -4.30 -0.99 0.079
H -5.92 1.84 -10.39 0.076
H 6.67 2.22 4.59 0.073
C -6.51 1.53 3.13 -0.142
N -4.25 2.44 1.91 -0.331
H -5.11 -0.87 -11.31 0.076
H 0.41 -2.76 -1.56 0.047
H -2.65 -3.36 -10.24 0.083
H -6.21 0.66 2.54 0.077
H -6.16 5.92 3.92 0.078
H 6.52 1.87 2.82 0.071
C -3.41 0.40 -2.56 -0.137
P -1.79 -0.84 -0.74 0.764
H -0.42 1.26 -9.57 0.081
O 9.52 -2.22 3.22 -0.074
H -5.21 4.13 1.06 0.046
H 7.60 -0.48 2.13 0.130
H 5.24 -1.46 1.62 0.109
C -4.36 -0.07 -11.20 -0.140
Br 10.97 0.57 3.48 0.786
H -0.94 -1.88 3.82 0.114
H 7.31 -2.76 2.39 0.105
C 2.14 -0.46 3.71 -0.133
N -4.34 0.52 -9.88 -0.306
H 0.19 2.15 4.69 0.098
C 1.73 0.81 4.12 -0.058
C -0.05 0.88 0.44 -0.119
H -1.85 -0.36 -4.47 0.073
N 4.16 -1.96 3.39 -0.043
H 1.41 -1.13 -0.71 0.083
O 1.46 -2.73 3.19 0.020
C -2.41 -2.59 -9.51 -0.123
C 5.78 -2.88 7.17 -0.541
H 4.16 -0.04 4.17 0.103
H -3.45 -2.92 -0.22 0.067
H -3.56 -3.13 -1.97 0.069
H -6.11 0.56 5.50 0.075
H -3.46 0.97 -3.48 0.077
N -3.61 -1.81 -9.24 -0.347
H -6.43 0.40 -9.48 0.075
S 6.02 -4.70 7.08 0.651
N -5.49 1.98 4.05 -0.304
C -2.90 -3.24 -1.11 -0.130
C 0.41 1.13 4.41 -0.090
H -1.58 0.39 4.52 0.086
H 2.48 1.59 4.20 0.111
N -2.20 0.70 -8.64 -0.317
H 0.63 1.70 0.19 0.086
C -0.16 -1.13 3.90 -0.034
H -2.53 1.66 -6.78 0.068
H -3.40 -0.48 -11.49 0.067
O 9.80 -1.85 5.38 -0.043
C 1.16 -1.45 3.60 -0.276
H -3.58 1.10 -1.73 0.053
H -0.95 1.33 0.83 0.043
H 5.78 -0.94 5.44 0.080
C 6.66 -2.19 3.05 -0.160
O -1.83 -1.08 0.75 -0.279
H 4.49 -2.22 4.31 0.079
C -4.76 -2.64 -8.91 -0.125
C -0.47 -3.29 -1.20 -0.118
H 5.08 -3.17 1.94 0.101
C -5.68 5.16 3.29 -0.148
C 8.56 2.01 3.49 -0.750
H -4.24 -0.33 -2.55 0.078
H -3.26 5.84 4.29 0.082
C -1.82 -1.03 -3.61 -0.131
H 6.58 -2.67 4.02 0.096
H -1.10 0.63 -6.81 0.077
C 8.24 -0.43 4.20 -0.373
H 6.31 -0.23 6.95 0.125
H 6.71 -4.84 5.93 -0.152
H -5.59 -2.43 -9.60 0.068
H -1.39 0.18 -10.52 0.069
H -4.56 5.89 5.50 0.077
H -4.02 0.35 1.71 0.075
C -1.71 1.32 -7.40 -0.146
H -5.58 1.72 -8.66 0.077
H -2.52 1.21 2.07 0.050
C 7.10 2.36 3.60 -0.138
C 7.08 -2.17 6.68 -0.249
H 3.83 -0.08 2.46 0.124
N -0.33 0.09 -0.76 -0.305
P -3.61 -0.27 -8.45 0.742
N 7.75 -0.06 5.52 0.016
O -2.61 3.38 3.53 -0.286
H -4.53 -3.70 -8.98 0.080
C 5.24 -2.20 2.43 -0.217
H -1.10 2.19 -7.65 0.081
H -5.15 5.69 2.49 0.079
H 0.83 -0.72 -2.35 0.064
N -1.67 -2.47 -1.30 -0.346
H -3.21 1.29 0.46 0.040
H -0.48 -0.44 -9.12 0.080
O -3.39 -0.70 -7.02 -0.297
H -4.83 2.84 -0.05 0.077
C 3.63 -0.61 3.40 -0.173
C -5.64 1.14 -9.59 -0.145
C -3.93 5.22 4.90 -0.151
H -4.60 0.72 -11.92 0.089
H 5.55 -2.65 8.20 0.063
H -0.83 -1.47 -3.59 0.066
H 4.95 -2.68 6.49 0.036
H -6.50 4.58 2.87 0.068
H -1.62 -2.00 -9.96 0.046
H 7.01 3.43 3.38 0.042
H 0.40 0.28 1.24 0.080
N -2.10 -0.26 -2.41 -0.293
H 7.69 0.93 5.68 0.088
H -3.33 4.64 5.59 0.069
H -0.28 -3.64 -0.18 0.091
C 9.27 -1.62 4.29 -0.794
H -4.53 1.29 5.81 0.077
H -3.53 3.91 0.54 0.091
H -2.55 -1.83 -3.79 0.080
H -5.12 -2.46 -7.89 0.070
C -0.55 0.14 4.29 -0.099
H 6.32 -0.09 3.27 0.075
H 1.63 0.49 -1.39 0.081
C 0.93 -0.35 -1.32 -0.139
C -5.19 0.91 5.02 -0.144
C -1.08 0.39 -9.50 -0.142
C -3.46 1.27 1.52 -0.138
N -4.78 4.36 4.09 -0.320
H 1.50 -3.27 3.98 0.104
H 7.73 -2.04 7.53 0.116
C 6.67 -0.81 6.08 -0.225

***

No. 2
182
Properties=species:S:1:pos:R:3:lowdin_charge:R:1 method="wB97M-V/def2-TZVPD" total_charge=+2 total_energy_ev=-254543.2727 lumo_energy_ev=-4.81 homo_lumo_gap_ha=0.265
H 1.89 -2.43 -4.43 0.085
F -5.45 7.19 -1.11 0.131
C -5.37 1.75 2.33 -0.634
F 3.52 5.03 2.47 0.138
H 5.14 0.62 -4.55 0.055
F 3.86 4.13 -2.74 0.121
C 6.27 -1.59 -2.03 -0.179
H 0.54 -6.20 -2.61 0.172
H 0.56 2.49 -2.36 0.127
C -7.76 -1.67 -1.65 -0.011
H -0.33 -1.21 8.75 0.092
F -2.98 -1.39 2.94 0.192
H -7.07 -0.80 0.14 0.151
C 2.98 1.60 3.62 -0.018
H -0.85 0.16 -2.49 0.052
H 1.13 3.22 4.93 0.117
F -2.11 0.66 2.71 0.137
C -1.03 2.89 6.40 -0.056
F -6.38 7.23 0.88 0.095
C -6.09 -2.71 0.00 -0.117
O 0.60 -1.99 -1.12 -0.314
C -5.86 6.38 -0.10 -0.575
O -3.18 -5.86 -1.65 -0.198
F -0.82 -1.05 3.19 0.101
H 5.25 -1.97 -2.11 0.117
S 5.52 3.42 -4.81 0.560
O 2.16 5.99 -0.36 -0.267
F -6.76 5.48 -0.52 0.128
O 6.07 4.77 -4.84 -0.285
N -0.90 2.41 -0.82 0.242
C 0.14 -4.43 3.83 -0.042
H -0.87 -6.77 -2.32 0.164
H 0.74 2.55 2.33 0.077
C -0.53 2.41 -2.30 -0.238
H -5.72 0.44 -0.98 0.126
H -4.08 -4.23 0.47 0.068
H -2.26 5.53 -4.28 0.091
F 2.45 1.11 0.33 0.066
S 7.17 2.50 -6.48 0.699
H -0.74 3.94 6.44 0.094
N 0.61 1.61 2.66 0.237
H 1.43 -5.34 -4.84 0.126
H 0.18 -4.57 5.90 0.174
H 3.32 1.11 2.71 0.074
H -8.08 -0.68 -1.98 0.097
C 7.09 -3.74 -2.07 -0.118
H 5.67 -0.97 -4.79 0.101
F 9.79 2.69 -5.92 0.131
O -3.64 6.40 1.29 -0.275
H -1.66 -0.50 7.99 0.102
O -0.78 5.79 0.56 -0.284
H 6.06 -4.12 -2.03 0.084
C 6.14 -0.29 -2.79 -0.301
O -3.19 2.70 1.10 -0.354
C 1.38 -2.82 5.51 -0.020
H 7.87 0.71 -2.43 0.170
C 1.48 1.33 3.90 -0.227
H -7.60 -2.39 -2.45 0.087
H 7.48 -3.71 -1.05 0.094
H 1.28 -2.14 4.67 0.106
H -2.20 0.97 -2.81 0.073
O 0.99 6.67 1.94 -0.288
N 0.96 4.21 1.31 -0.344
O -5.33 2.48 -0.14 -0.366
F 4.64 5.36 0.55 0.132
H -0.54 3.87 -3.85 0.128
N -0.43 -5.99 -2.80 0.088
H -0.64 -3.25 5.40 0.139
H -8.56 -2.13 -1.06 0.096
F -5.16 0.48 1.90 0.100
H -0.46 -3.95 -2.36 0.102
H -0.61 4.60 -2.46 0.135
H -0.47 3.13 -0.27 0.106
H -1.36 -5.93 4.35 0.129
H -5.30 -0.72 -2.07 0.168
O 7.43 1.13 -6.93 -0.329
O 4.37 3.03 -5.63 -0.307
H 5.87 0.48 -2.07 0.132
S -1.67 -0.91 0.62 0.749
H 1.30 -2.75 -6.05 0.095
N 0.20 -3.80 5.24 0.084
H -3.90 4.82 -4.12 0.092
H -4.58 -0.73 -0.63 0.091
C -0.94 -4.82 -1.93 -0.082
H -3.14 -5.10 5.54 0.102
C -0.60 -5.86 -4.31 -0.046
H -0.35 1.55 2.95 0.104
O -0.19 -1.49 6.78 -0.215
C -1.13 1.12 -2.92 -0.027
O -2.75 -0.24 -0.10 -0.294
H -1.91 2.47 -0.74 0.117
O 2.26 3.52 -0.81 -0.333
H 1.39 0.27 4.13 0.115
H 7.65 -4.45 -2.68 0.101
H 7.26 1.09 -3.86 0.059
C -6.61 -1.41 -0.64 -0.278
H 1.78 -1.11 6.91 0.130
N 6.70 2.46 -4.85 -0.356
H -1.36 -5.42 2.64 0.136
N -0.12 -0.06 0.41 -0.316
H -2.67 -4.38 -2.98 0.123
C 0.92 2.17 5.14 -0.151
C 3.74 4.58 1.23 -0.607
C 8.87 3.43 -6.53 -0.626
H 1.25 -2.60 7.73 0.127
C -3.40 -4.79 4.52 -0.073
H 2.33 -3.35 5.48 0.136
O -3.71 4.78 -0.57 -0.329
H 0.97 -5.14 3.78 0.141
H 1.40 1.89 6.08 0.129
F 5.86 3.37 -2.14 0.148
C 2.36 -0.03 -0.46 -0.594
F 2.20 0.33 -1.72 0.150
H 8.03 -0.38 -3.73 0.167
H -4.17 -4.02 4.54 0.103
C 0.45 -4.88 -4.96 -0.159
H 0.45 -1.56 -4.97 0.094
H -6.85 -3.19 0.60 0.140
H -3.28 -3.59 1.81 0.062
H -4.40 -5.75 -3.35 0.093
F -1.65 6.37 3.48 0.145
F -6.66 2.05 2.37 0.141
H 3.57 1.31 4.49 0.092
H 0.38 -4.70 -6.04 0.131
C -0.58 -0.63 7.87 -0.063
S -4.39 5.41 0.57 0.689
S 2.19 4.61 0.18 0.716
O 6.36 3.22 -7.49 -0.285
H 3.19 2.67 3.52 0.073
C 0.99 -2.51 -5.03 -0.042
H -4.58 -7.09 -2.11 0.103
C -1.96 -0.66 2.55 -0.574
H 0.81 1.02 1.86 0.076
H -5.20 -5.46 -1.78 0.070
O 7.16 -2.50 -2.69 -0.166
O -0.50 2.17 5.28 -0.222
H -2.11 2.91 6.22 0.102
O -1.65 -2.32 0.36 -0.302
O 1.29 -1.98 1.16 -0.329
F -4.86 1.98 3.57 0.108
C 4.84 3.21 -2.95 -0.644
C 1.13 -1.98 6.84 -0.168
H -0.50 -4.92 -0.94 0.139
H -1.64 -5.74 -4.62 0.131
H -0.62 1.50 -0.47 0.055
C -4.43 -6.03 -2.30 -0.065
C -2.96 5.03 -3.61 -0.053
H -3.13 5.71 -2.77 0.074
H -0.97 1.19 -4.00 0.095
O -2.51 3.74 -3.09 -0.179
C -0.92 5.24 3.24 -0.608
C -1.24 -5.09 3.67 -0.206
F -1.62 4.16 3.02 0.132
H -0.36 -6.87 -4.64 0.132
S -4.62 2.95 1.09 0.589
H -0.81 2.29 7.28 0.068
N -5.07 4.31 1.75 -0.244
F -0.17 5.04 4.32 0.117
H -5.87 -3.47 -0.74 0.107
F 8.73 4.59 -5.87 0.127
C -4.28 -3.66 1.38 -0.109
F 4.29 2.03 -2.81 0.115
H -0.18 0.38 7.98 0.077
O -5.01 -2.51 1.00 -0.187
H -2.58 -3.81 -1.30 0.105
C -2.44 -4.66 -1.96 -0.191
F 4.14 3.30 1.20 0.103
F 9.26 3.71 -7.78 0.155
C -1.09 3.73 -2.92 -0.183
O 0.25 -3.58 -4.40 -0.226
F 3.51 -0.66 -0.35 0.163
H -4.88 -4.37 1.96 0.093
S 0.17 5.54 1.59 0.551
H 6.58 -1.40 -1.00 0.137
H -3.74 -5.56 3.83 0.098
O -2.26 -4.18 3.95 -0.235
H 4.30 -0.81 -3.70 0.078
S 0.86 -1.14 0.04 0.529
H 0.32 -3.66 3.08 0.114
N 7.45 0.30 -3.25 0.241
C 5.22 -0.33 -4.03 -0.011
N -5.46 -0.53 -1.09 0.259

***

No. 3
159
Properties=species:S:1:pos:R:3:lowdin_charge:R:1 method="wB97M-V/def2-TZVPD" total_charge=+1 total_energy_ev=-331590.6723 lumo_energy_ev=-2.06 homo_lumo_gap_ha=0.344
C 4.15 4.29 6.83 -0.111
H 0.53 -3.37 -10.69 0.121
H -2.24 -2.48 -14.18 0.077
N 0.02 -4.22 -1.75 -0.006
H -4.17 -3.72 5.22 0.085
H 2.38 12.43 7.67 0.077
C -4.95 -3.96 3.24 -0.241
S 2.66 11.52 9.81 0.555
H -1.11 4.54 6.28 0.083
H 1.97 2.05 3.42 0.074
H 2.50 0.47 2.87 0.053
H 0.57 4.43 8.06 0.099
O -4.57 -2.09 0.93 -0.293
F 5.15 -5.24 -3.89 0.126
O -7.13 3.63 0.81 -0.260
C 3.88 -4.09 -5.47 -0.570
H -1.41 -0.33 -1.57 0.101
H 2.69 0.67 5.38 0.118
S 1.49 -7.50 -8.89 0.563
F 3.99 -0.88 1.56 0.041
O 0.95 -6.56 -9.82 -0.276
O 0.30 6.28 8.83 -0.267
C 2.83 1.39 3.34 -0.073
H 1.23 8.58 9.77 0.060
H 3.64 -6.55 -8.88 0.086
O -6.09 -1.03 2.57 -0.271
O 3.51 10.46 9.37 -0.281
C -1.48 -1.74 0.06 -0.122
H 2.79 0.86 -2.54 0.077
H 0.84 7.57 11.20 0.080
C -5.58 1.99 1.82 -0.068
S -2.43 -2.04 -11.89 0.565
H -2.27 -4.06 -9.65 0.072
F 2.00 -2.41 2.30 0.001
C 1.70 12.11 8.46 -0.113
S -5.81 -2.09 1.65 0.569
H -2.48 -3.77 -3.77 0.082
H -8.15 5.73 -0.62 0.076
H 0.67 -10.08 -9.46 0.115
H -5.87 2.32 2.82 0.094
S -6.18 4.69 0.10 0.566
H 2.57 -5.92 -7.60 0.055
H 4.92 4.64 6.15 0.078
H -0.68 -1.41 0.73 0.065
H -7.68 6.23 1.04 0.078
C 1.37 -9.73 -10.22 -0.237
H 1.61 1.81 -1.59 0.079
H -1.70 -2.80 0.21 0.070
H -1.86 -1.93 -2.09 0.065
C 4.30 -2.10 2.04 -0.955
H -4.63 -2.20 4.45 0.073
H -5.17 -5.02 3.38 0.124
H -1.22 -5.16 -10.54 0.078
O -5.11 5.03 0.98 -0.274
C -0.26 5.13 8.16 -0.244
H 0.15 -10.15 -11.93 0.085
H -7.22 -1.29 -0.01 0.075
H -2.45 -4.39 -2.12 0.073
C -0.82 5.46 6.79 -0.068
F 4.20 -6.40 -5.50 0.109
O -1.22 8.18 8.42 -0.281
C -2.36 -1.58 -13.58 -0.121
O 0.62 -8.05 -7.88 -0.279
H -1.69 6.11 6.86 0.071
C -7.16 -2.24 0.53 -0.108
F 4.18 -3.02 -4.73 0.173
H 1.37 -8.89 -12.21 0.087
H 0.95 -2.38 0.36 0.078
H -1.02 4.66 8.79 0.116
F 4.69 -4.12 -6.51 0.207
C 4.27 12.93 11.28 -0.243
H -6.96 -3.06 -0.16 0.077
H 1.10 11.27 8.12 0.077
H 1.90 -3.35 -3.50 0.087
H 4.53 13.99 11.35 0.122
H -0.73 -4.57 -8.95 0.070
H 1.91 -5.49 -4.32 0.111
O -1.04 -2.81 -11.83 -0.261
C 1.53 -0.34 -1.22 -0.384
O -3.50 -2.97 -11.69 -0.275
O -1.64 6.63 10.30 -0.275
F 4.50 -1.98 3.36 0.046
H -0.09 9.06 10.88 0.078
H 2.82 -6.81 -3.62 0.146
C 2.91 -6.81 -8.12 -0.122
H 3.01 -2.81 -2.30 0.121
H 6.11 12.28 12.16 0.083
C -2.04 -4.53 -3.12 -0.054
H -0.09 -5.35 -3.50 0.105
C 4.01 -5.38 -4.61 -0.417
C -0.52 -3.13 -10.52 -0.246
H -0.08 -8.52 -11.28 0.071
H -6.79 6.87 -0.37 0.079
H 3.61 5.13 7.25 0.079
H -4.00 -3.89 2.71 0.108
H -1.53 -0.89 -13.73 0.076
H -0.72 -3.98 -1.11 0.082
H 1.11 0.87 -3.00 0.053
C -7.33 6.01 0.03 -0.120
H -5.36 0.92 1.86 0.041
H 3.31 -7.54 -7.43 0.068
O 2.20 -8.68 -9.65 -0.258
H 4.26 0.40 4.62 0.112
S 2.99 3.35 5.91 0.564
C 2.76 -5.00 -2.39 -0.125
O 2.46 4.14 4.85 -0.273
C 2.81 -5.72 -3.74 -0.056
Br 5.94 -2.70 1.21 0.880
H 3.57 1.88 2.69 0.090
H -2.35 -5.52 -3.46 0.083
H 5.28 11.01 11.25 0.071
P 0.48 -1.52 -2.13 1.109
O 3.51 12.84 10.05 -0.262
C -1.23 -4.30 -9.87 -0.081
H -4.67 2.52 1.55 0.073
S -0.72 7.33 9.46 0.567
H -6.38 1.98 -0.19 0.111
C 2.90 -3.27 0.24 -0.205
C 1.42 -3.24 -0.11 -0.121
H -0.07 5.98 6.19 0.083
O -5.88 4.22 -1.22 -0.282
C 2.23 -3.55 -2.48 -0.181
H -3.31 -1.10 -13.81 0.078
C -1.19 -1.40 -1.41 -0.373
H -8.07 -2.40 1.10 0.082
H 4.57 3.67 7.62 0.078
O 4.00 2.28 5.32 -0.257
C -6.68 2.25 0.82 -0.251
H -0.17 -3.63 -3.81 0.094
O -2.34 -0.88 -11.06 -0.280
H 3.62 12.69 12.12 0.115
C 0.66 -9.29 -11.48 -0.068
C 3.10 -3.02 1.75 -0.801
C 1.78 0.89 -2.14 -0.136
H 6.13 12.29 10.39 0.085
H 2.49 -0.78 -0.93 0.062
H 2.16 -5.57 -1.68 0.126
H -5.88 -3.28 5.05 0.090
H 3.78 -4.96 -1.99 0.115
H 1.07 12.92 8.80 0.078
H 0.94 -4.12 0.34 0.146
H -2.38 -1.21 0.37 0.064
C -4.91 -3.24 4.57 -0.067
H 3.34 -4.24 0.00 0.083
H -7.57 1.68 1.07 0.121
H 2.07 -10.54 -10.43 0.123
O 2.10 2.67 6.81 -0.279
O 1.81 11.31 10.95 -0.279
H 1.06 0.00 -0.29 0.087
C 0.44 8.22 10.43 -0.122
C 3.43 1.10 4.70 -0.245
H 3.50 -2.53 -0.31 0.087
H -0.56 -2.24 -9.90 0.111
O -6.01 -3.49 2.37 -0.256
C -0.50 -4.41 -3.12 -0.234
N 1.08 -3.25 -1.59 -0.334
F 2.63 -3.93 -5.91 0.158
Br 3.35 -4.72 2.68 0.856
C 5.52 12.08 11.27 -0.072

***

M for every record listed, in sequence, given in g/mol: 1046.90 1749.57 1446.28.